This record from OMol25 describes a molecular structure, C4H9N3 in a non-equilibrium geometry. The level of theory is ωB97M-V with the def2-TZVPD basis set.

Computed properties:
* charge: 0
* energy relative to the best compared isomer or geometry (same formula, charge and spin): 6.946 eV
* Kohn-Sham gap: 7.2799 eV

Element x y z (Å)
H -1.3563 -1.2132 -0.7077
C 0.2665 -0.7562 0.7421
H -0.2986 -2.4887 1.8322
H -1.3080 3.0799 -0.9633
H -1.0351 0.8926 -1.9335
N 0.9484 0.1469 0.0923
H 1.4660 -2.0407 1.8903
N 1.9888 -0.1799 -0.7624
H -0.7328 2.4703 0.6473
C 0.4711 -1.7858 1.5578
C -1.0980 2.2252 -0.3406
H 2.1940 -1.1766 -0.8065
C -0.8693 1.0113 -0.8666
N -1.3021 -0.3280 -0.2173
H 2.8050 0.3677 -0.5132
H -2.1397 -0.2248 0.3490

Force components x, y, z for each atom (eV/Å):
0.093 0.567 -0.931
2.775 1.869 -2.424
-0.181 -0.131 -0.121
0.296 -0.099 -0.392
0.380 0.064 -0.068
-0.808 -0.504 1.853
0.146 0.563 0.240
0.786 -0.217 -0.924
-0.737 -0.204 0.457
-1.393 -0.525 -0.191
1.106 -0.542 0.341
0.130 0.106 0.335
-2.488 -1.436 -0.575
0.091 0.659 2.629
0.019 -0.368 0.031
-0.215 0.196 -0.261



This record from OMol25 describes a single C4H7NO2 molecule in a non-equilibrium geometry. The level of theory is ωB97M-V with the def2-TZVPD basis set.

Computed properties:
* structure (SMILES): O=C1C[C@H](CO)N1
* charge: 0
* energy relative to the best compared isomer or geometry (same formula, charge and spin): 3.077 eV
* Kohn-Sham gap: 10.5147 eV

Element x y z (Å)
C 1.0662 1.0057 -0.1224
H 1.6549 1.6861 -0.8612
H -2.1501 -1.6019 0.4170
C -1.3730 0.2653 0.4435
H 0.2435 -1.8971 -0.5811
H -0.8577 -0.2138 1.4567
O -2.3144 -0.7175 -0.2011
C 1.7915 -0.3578 -0.0611
N 0.5356 -0.9728 -0.1141
C -0.1964 0.2641 -0.5027
O 2.8971 -0.7255 0.1766
H -1.8133 1.4216 0.6437
H 0.9302 1.4249 0.8759
H -0.4141 0.4187 -1.5696

Force components x, y, z for each atom (eV/Å):
2.249 1.574 -0.701
-1.623 -0.752 1.320
-0.937 3.425 -2.563
-0.183 0.994 1.165
1.105 1.638 1.143
-1.904 1.574 -2.259
1.564 -1.937 4.065
-1.509 0.665 1.324
-0.562 -2.810 -2.968
0.602 -0.342 0.252
0.366 -0.379 -0.478
0.629 -3.463 -0.600
0.584 0.346 -0.085
-0.381 -0.531 0.385



This record from OMol25 describes a molecular structure, C30H25CoN4O4. The level of theory is ωB97M-V with the def2-TZVPD basis set.

Computed properties:
* 2S+1: 2
* charge: +1
* energy relative to the best compared isomer or geometry (same formula, charge and spin): 2.649 eV
* Kohn-Sham gap (spin up / spin down): 7.9783 / 7.7366 eV

Element x y z (Å)
H 1.6406 0.9172 3.6304
C 0.3746 -0.1080 2.3235
H -3.3774 2.9205 -1.7559
C -0.3457 -2.4956 2.4452
C -3.0147 1.9642 -2.0995
C 2.1911 -2.2516 2.5779
H -1.2101 -1.6296 -4.4751
C 1.2545 0.4645 -1.7522
N -1.0677 0.7514 0.7063
H 2.1352 -2.9075 0.0454
O 2.7133 4.9131 2.0560
H -0.2865 -2.2883 3.5078
H -0.4262 -1.8966 -2.9388
C 2.2129 3.4639 0.3410
H -1.6095 4.1298 2.3174
C 1.4158 -0.0251 3.1533
H 1.9597 4.9915 -2.6421
N -1.7779 -0.0480 -1.6373
H -3.8850 2.1138 -4.0614
H 0.5357 -2.8431 -1.5847
C 1.6586 1.8702 -1.3426
C -0.4687 1.0023 1.8760
Co -0.7016 -0.9092 -0.1416
C 1.3102 -4.7702 0.7539
O 1.1621 -0.3787 -0.7817
H -2.6454 3.6365 0.1431
C -1.9766 -0.4413 -2.9048
C -2.0430 2.8879 0.6339
C 1.6639 2.8954 -2.2846
H 1.4450 2.6416 -3.3132
C 0.1399 -3.0122 -0.5935
C 1.9488 2.1560 -0.0188
C 0.9848 -2.4785 1.7489
N 2.4512 3.7710 1.7566
C -1.3871 -1.7197 -3.4057
H 0.3815 -5.1627 1.1642
C -1.1992 -3.1294 -0.4501
H 2.9490 -3.0225 2.5704
H 1.5402 -5.3136 -0.1610
H -0.1734 2.4534 3.4362
H 2.1108 -4.9674 1.4660
H -2.1432 -3.6357 2.8435
O 2.3742 2.8480 2.5516
C -1.5308 -3.2707 2.0297
H -2.0668 -2.5605 -3.2581
H 1.9618 1.3655 0.7174
C -1.9187 -3.5027 0.7746
H 3.2386 -0.9851 3.8821
C 2.2250 4.4962 -0.5800
H -2.8579 -4.0195 0.6212
C -0.6508 2.2301 2.4941
C 2.3529 -1.1318 3.2813
H -2.8898 -0.0432 -4.7925
C -1.8208 1.6434 0.0633
N 0.0626 -1.3235 1.6212
C 1.1918 -3.2680 0.4630
C -2.7435 0.3249 -3.7876
H -1.8084 -3.1035 -1.3449
C -2.2548 1.1755 -1.2683
C -1.4517 3.1639 1.8577
C -3.2844 1.5201 -3.3865
H 2.4410 5.5028 -0.2540
C 1.9509 4.2004 -1.9059
O 1.0395 0.2281 -2.9316

Force components x, y, z for each atom (eV/Å):
0.010 -0.011 0.021
0.032 0.006 0.009
-0.014 0.025 -0.007
0.024 -0.029 -0.043
-0.019 0.041 0.005
-0.125 -0.015 -0.082
0.002 -0.014 -0.016
0.320 -0.012 0.077
-0.019 -0.178 -0.111
-0.037 -0.008 0.003
-0.077 -0.006 0.071
0.016 -0.005 -0.026
0.026 -0.006 0.009
-0.083 -0.038 -0.144
-0.004 0.019 0.014
0.023 -0.054 0.031
0.003 0.016 -0.016
0.112 0.187 -0.143
0.000 0.013 -0.008
0.046 -0.046 -0.005
-0.128 0.007 -0.081
-0.123 0.052 -0.104
-0.200 -0.260 0.103
-0.005 0.051 -0.030
-0.039 -0.002 0.178
-0.011 -0.003 -0.037
-0.168 -0.056 0.079
-0.014 -0.099 -0.133
0.048 -0.018 0.042
-0.017 0.015 -0.008
0.182 0.164 0.093
-0.031 -0.055 0.116
0.039 -0.130 -0.033
0.238 0.055 -0.110
0.072 0.106 -0.078
-0.017 -0.025 0.010
-0.261 0.065 0.076
0.009 -0.038 -0.001
0.007 -0.014 -0.009
0.003 -0.010 0.014
0.019 0.001 0.013
-0.026 -0.017 0.005
-0.049 0.005 0.127
0.096 0.075 -0.112
-0.003 0.017 0.002
0.035 0.039 -0.066
0.030 0.021 0.093
0.009 0.003 0.024
-0.006 0.103 0.034
-0.016 -0.007 -0.004
0.019 -0.036 0.018
-0.002 0.102 0.035
0.003 0.003 -0.024
0.113 0.056 0.220
-0.086 0.140 -0.094
0.059 -0.025 0.004
0.065 -0.083 0.022
0.070 -0.017 0.052
0.025 -0.086 -0.037
0.030 0.062 0.100
-0.015 0.025 0.057
0.003 0.010 -0.007
0.008 -0.071 -0.028
-0.202 -0.010 -0.158



This record from OMol25 describes a molecular structure, C21H30N2O9PS2V in a non-equilibrium geometry. The level of theory is ωB97M-V with the def2-TZVPD basis set.

Computed properties:
* 2S+1: 2
* charge: +1
* energy relative to the best compared isomer or geometry (same formula, charge and spin): 1.136 eV
* Kohn-Sham gap (spin up / spin down): 6.5087 / 6.7688 eV

Element x y z (Å)
C -3.4104 -0.9008 -2.0752
H 2.4101 -3.1780 1.4652
H -0.6036 -1.9069 3.4322
C -2.5892 -0.2887 -0.9949
C -3.3643 0.1255 0.0342
H 4.0238 1.6256 -2.2455
V -0.8328 0.5380 0.9231
H 3.8199 -4.6084 -3.4576
O -1.7496 3.3979 1.9195
C 2.9597 1.8043 -2.3081
H 1.2894 -3.9177 -3.7369
H -3.9645 1.1694 3.0245
P -1.2364 2.1277 2.7089
O -2.6672 0.6240 1.0811
C 4.3033 -2.9001 -4.7084
O -5.6951 0.1069 0.6425
O 0.2913 -0.5849 1.3792
C 2.3464 1.9512 -3.5438
H 2.7443 -1.4874 1.8599
H -0.1460 -2.6239 -0.2370
H 0.1806 1.6264 5.2058
H 0.5290 -3.2583 3.3929
C 0.9802 2.1758 -3.6211
H -1.3100 -2.7193 1.1026
O -2.1951 1.8655 3.9233
H 0.6153 2.7290 0.6724
O -5.8635 -1.0904 -2.1038
H -3.2050 0.0845 4.2297
C -4.7908 -0.1100 -0.1181
H 4.1696 -2.6377 -5.7564
C 0.2208 2.2626 -2.4642
C -3.4399 1.1139 3.9716
H 2.6779 1.7438 -0.1777
H -0.7543 2.7901 -0.1851
H 1.1203 -1.6352 3.7600
H -0.8484 2.4293 -2.5189
C 2.2060 -2.1534 -3.3938
C -4.8731 -0.7586 -1.5364
S 0.9645 -1.3492 -2.6595
C -2.2028 4.6056 2.5893
H 0.4990 2.2830 -4.5827
H 5.3487 -3.1337 -4.5239
O 0.0643 2.7007 3.4267
H -1.3496 5.1152 3.0304
C 2.1033 -2.1488 1.2768
O -3.0723 -1.4050 -3.1030
N 0.0692 2.2089 -0.0143
C 0.8506 2.1117 -1.2451
C 2.2086 1.8747 -1.1458
H -4.0242 1.5714 4.7638
H 1.6578 2.4588 4.6635
H -0.0068 -3.9067 0.9828
C 0.4102 -2.2014 3.1567
C -0.2636 -2.8601 0.8213
H -2.9322 4.3484 3.3530
S 3.8056 -1.4912 -3.6742
C 0.8012 1.8726 4.3461
H 2.9334 1.8810 -4.4483
N 2.1467 -3.4039 -3.8703
O -1.2972 -0.1466 -0.8483
H 2.2322 -1.9308 0.2164
H 3.1916 -4.7265 -5.1121
H 1.1403 0.9628 3.8456
C 3.3835 -4.0425 -4.2867
C 0.6507 -2.0001 1.6740
H -2.6614 5.2201 1.8218

Force components x, y, z for each atom (eV/Å):
-0.089 0.094 0.106
0.038 0.003 -0.011
-0.027 -0.034 -0.034
0.200 -0.207 -0.111
0.167 0.105 0.483
0.028 -0.011 -0.009
-0.183 0.194 -1.857
-0.015 0.026 -0.007
-0.081 -0.019 0.008
-0.020 -0.003 -0.017
0.021 -0.012 0.002
-0.030 -0.025 -0.021
0.110 0.477 0.384
-0.528 -0.286 0.041
0.031 -0.048 0.003
0.018 0.011 -0.010
0.476 -0.746 0.787
-0.002 0.019 0.033
-0.020 0.006 0.028
0.042 -0.007 0.005
0.015 -0.012 -0.009
0.026 -0.006 0.031
0.000 0.033 0.032
0.001 -0.008 0.034
0.084 -0.074 0.072
-0.023 -0.003 -0.013
0.056 -0.004 0.019
-0.049 -0.017 -0.055
0.022 -0.042 -0.196
-0.015 -0.004 0.013
0.039 -0.052 -0.088
0.042 0.074 0.026
-0.001 0.009 0.024
0.097 0.087 -0.021
0.012 0.015 -0.020
-0.006 0.000 0.006
-0.103 -0.089 -0.042
-0.011 0.022 0.030
0.126 -0.076 0.079
0.045 -0.009 -0.016
-0.006 -0.006 -0.021
-0.004 0.000 -0.036
-0.086 0.052 0.012
-0.014 0.007 0.009
0.043 0.008 -0.014
0.003 0.013 -0.020
-0.199 0.060 0.156
-0.063 -0.204 0.153
0.022 0.001 -0.074
0.003 -0.027 0.004
-0.002 -0.029 -0.002
-0.016 -0.022 -0.021
0.034 0.030 0.048
-0.049 0.070 -0.040
-0.011 0.028 0.007
0.003 0.070 0.088
0.047 0.003 0.056
0.014 0.001 -0.021
-0.072 0.030 -0.002
-0.067 0.379 0.133
-0.022 -0.017 -0.029
0.026 0.005 0.005
-0.013 0.002 0.027
0.021 0.006 -0.015
-0.089 0.167 -0.130
0.005 -0.006 0.021